(1)
89
Properties=species:S:1:pos:R:3 method="wB97M-V/def2-TZVPD" s2=8.76 gap_ev="3.682 / 3.698" multiplicity=6 e_tot_ha=-4454.0265 total_charge=0 largest_force_ev_per_a=3.032
C -2.290 -0.929 -6.557
H 1.952 4.715 0.547
H 3.956 3.227 1.109
H 3.575 2.021 -1.735
H 2.889 2.398 2.268
C -1.667 -4.408 -7.680
H 1.868 -4.798 2.118
O 1.594 -3.914 -0.465
C -2.876 1.915 -6.741
N -2.890 -4.815 -9.763
H -1.328 -2.417 -3.123
O 3.513 -0.909 1.993
C -1.562 0.214 -3.050
H -4.760 2.237 -5.757
H -2.605 2.970 -6.744
O 3.510 -0.353 -2.428
H -0.415 -3.571 2.530
H -2.839 -5.095 -10.742
O 1.974 -2.101 -2.467
C -1.524 -4.784 -9.149
H 0.528 4.228 -0.421
C 1.177 3.959 0.411
H 1.894 -3.346 -1.206
H -2.394 1.886 0.446
C -2.129 -2.321 -6.425
H -2.967 -2.747 -10.134
H -2.224 -5.202 -7.154
H -1.418 -0.440 3.955
H 3.338 3.747 -1.342
H 2.564 -3.788 3.422
H 3.210 -3.697 1.783
C 2.300 -3.827 2.363
H -1.058 -5.763 -9.263
C -1.685 -0.212 2.933
H -4.129 -2.196 -8.004
O -1.460 -0.302 -1.907
H -1.239 1.981 2.845
O -1.143 3.837 -2.527
N -2.241 1.302 -5.591
O 1.225 0.114 -2.318
H 2.120 2.857 -2.299
H -0.390 -1.914 2.863
H 3.897 1.441 1.185
C -4.395 1.773 -6.672
O 2.290 -0.871 -0.494
H -2.570 -2.087 2.160
H -4.680 0.721 -6.658
N 0.162 -2.782 2.940
O -0.081 -1.999 -0.368
C -2.111 -0.068 -5.473
H -4.560 -3.545 -10.077
H -1.910 3.169 -4.699
H -4.281 -3.922 -7.627
O -0.527 -4.171 0.904
C -3.572 -3.493 -9.621
P 0.471 -3.182 0.389
H -2.485 1.477 -7.661
H -3.443 -5.514 -9.257
C -2.278 -1.058 2.013
Cl 2.261 -0.803 -1.928
C -1.797 -2.831 -5.174
C -1.032 2.640 -2.274
F -1.680 -4.183 -5.019
O -0.509 2.126 -1.235
Sm 0.078 0.143 -0.095
C -1.895 2.099 -4.533
P 1.933 2.317 0.046
H 0.466 -2.903 3.905
O 1.061 -0.011 1.865
C -1.527 1.634 -3.321
H -3.141 -0.656 0.000
C 3.315 2.358 1.264
C 2.842 2.786 -1.484
C -1.602 -2.014 -4.088
H -0.676 -4.348 -7.234
O 1.938 -1.148 3.957
H 2.723 -0.712 4.312
H -0.936 -4.034 -9.675
C -1.587 1.089 2.345
H -4.867 2.260 -7.525
H 0.571 3.893 1.316
C -2.557 -0.303 0.838
C -3.652 -3.165 -8.136
N -2.312 -3.120 -7.596
P 2.083 -1.046 2.301
H -2.522 -0.539 -7.539
C -1.759 -0.620 -4.220
C 1.330 -2.715 2.004
C -2.132 1.035 1.058

(2)
14
Properties=species:S:1:pos:R:3 method="wB97M-V/def2-TZVPD" s2=0.75 gap_ev="3.377 / 6.662" multiplicity=2 e_tot_ha=-361.8273 total_charge=-1 largest_force_ev_per_a=1.092
H -0.046 -0.701 0.970
H 1.659 0.521 -0.675
H 0.533 1.823 -0.568
C -0.268 0.013 0.167
H -1.928 -1.918 0.062
H -1.926 -2.230 -1.663
C 1.436 1.305 1.377
O 0.948 0.750 2.469
H 2.391 1.839 1.457
H -1.105 0.607 0.527
C -0.685 -0.736 -1.072
C 0.917 0.953 0.012
O -0.203 -0.604 -2.180
N -1.725 -1.624 -0.883

(3)
8
Properties=species:S:1:pos:R:3 method="wB97M-V/def2-TZVPD" gap_ev="7.596 / 7.592" multiplicity=1 e_tot_ha=-374.8050 total_charge=-1 largest_force_ev_per_a=3.407
H -1.981 0.358 1.309
C -1.119 0.152 0.590
O 1.528 0.158 0.133
C -0.169 -0.780 0.455
N 0.191 1.491 -0.705
C 0.968 -0.894 -0.353
O 1.414 -1.692 -1.151
N -0.832 1.207 -0.278

(4)
57
Properties=species:S:1:pos:R:3 method="wB97M-V/def2-TZVPD" smiles="CN1CCN(CCCNC(=O)CCC(=O)N2CCOc3ccccc32)CC1" gap_ev=9.147 multiplicity=1 e_tot_ha=-1224.8786 total_charge=0 largest_force_ev_per_a=0.678
C -0.806 2.630 -2.960
H 1.012 -3.991 -0.564
H -2.240 -1.923 5.218
H 4.298 1.693 1.824
O 1.220 0.130 -2.391
C -1.548 -0.805 2.935
C -1.359 -0.938 1.428
C -2.996 0.892 -1.403
N 1.956 0.496 -0.287
H -2.787 1.840 -0.907
H -4.066 0.698 -1.330
H -3.872 0.454 2.896
H -1.367 -2.010 1.162
C 1.624 -3.213 -0.135
N -2.400 -0.206 0.731
H -1.138 -0.036 -0.886
C -3.691 -0.747 1.118
H 4.465 1.149 0.131
H 0.644 -1.669 -1.225
H -3.002 -0.316 5.174
H 2.319 2.419 0.502
C 1.497 0.913 -1.499
H -4.848 -1.040 2.907
C -2.635 1.018 -2.888
H -0.388 -0.524 1.149
C 2.185 -0.873 0.024
H 0.940 3.799 -3.292
H 1.108 2.106 -3.817
H 2.347 2.866 -1.645
H 2.771 -4.549 1.088
H -0.763 -1.367 3.448
H -4.479 -0.187 0.612
C 3.381 -2.520 1.328
H 1.824 1.180 1.675
O 3.999 -0.272 1.548
H -1.460 0.261 3.216
N -2.836 -1.347 3.317
C 0.712 2.763 -3.043
H 4.157 -2.727 2.047
C 1.412 -1.900 -0.508
C -3.881 -0.617 2.625
N -1.248 1.365 -3.099
C 1.351 2.417 -1.692
H -2.837 0.080 -3.410
C 3.184 -1.196 0.952
H -3.775 -1.812 0.837
H -2.459 -1.194 -1.149
H 0.738 2.838 -0.891
O -1.535 3.585 -2.782
H -3.988 -1.785 4.985
C -3.026 -1.333 4.750
C 2.606 -3.526 0.789
C 2.416 1.373 0.772
H -3.240 1.815 -3.328
C -2.201 -0.214 -0.709
C 3.881 1.039 1.056
H -0.560 0.625 -3.134

(5)
19
Properties=species:S:1:pos:R:3 method="wB97M-V/def2-TZVPD" s2=2.03 gap_ev="6.871 / 5.727" multiplicity=3 e_tot_ha=-10595.4860 total_charge=-1 largest_force_ev_per_a=0.801
C 1.169 -1.549 0.681
O 1.818 -0.592 0.126
H -1.521 0.343 1.511
Se -0.036 1.681 -2.344
F 0.365 2.227 2.474
C 1.386 1.731 1.724
Sb -1.444 0.044 -3.799
Pd 0.751 1.222 -0.083
Se -0.212 -0.181 -5.777
N -0.910 -0.086 0.829
Se -1.330 -1.911 -2.225
H -1.470 -0.379 0.035
F 2.273 2.741 1.589
H -0.744 -2.127 1.457
F 1.975 0.793 2.475
H 0.120 -0.930 2.422
C -0.159 -1.209 1.406
O 1.542 -2.711 0.744
Se -3.575 0.891 -3.245

(6)
10
Properties=species:S:1:pos:R:3 method="wB97M-V/def2-TZVPD" smiles="SCC=C(Cl)Cl" gap_ev=9.603 multiplicity=1 e_tot_ha=-1435.2454 total_charge=0 largest_force_ev_per_a=2.891
C -0.706 -0.365 -0.070
C 0.298 -0.456 1.028
H -1.800 -0.159 0.246
Cl 1.083 -0.192 -2.063
H 1.205 -0.969 0.653
Cl -1.703 0.375 -2.452
H -0.109 -0.845 1.972
S 0.669 1.206 1.528
C -0.499 -0.141 -1.365
H 1.563 1.545 0.523

(7)
17
Properties=species:S:1:pos:R:3 method="wB97M-V/def2-TZVPD" smiles=C#C[C@@H]1[C@H](C)[C@@H]1C gap_ev=10.185 multiplicity=1 e_tot_ha=-272.5924 total_charge=0 largest_force_ev_per_a=0.934
H 0.427 2.556 -0.934
C -0.712 -0.400 0.593
H 1.369 1.555 0.192
C -0.390 -0.451 -0.874
H -1.211 -0.877 -1.446
H 1.796 -0.421 -0.840
C 0.373 1.951 -0.022
C -0.661 0.870 -0.194
H -0.640 -2.359 3.314
H -1.668 1.259 -0.332
C 0.965 -0.791 -1.448
C -0.178 -1.665 2.656
H 0.088 2.610 0.805
H 1.091 -1.874 -1.559
H 1.052 -0.344 -2.445
C 0.032 -0.938 1.715
H -1.734 -0.683 0.817

(8)
25
Properties=species:S:1:pos:R:3 method="wB97M-V/def2-TZVPD" smiles=CCN[C@@H](C)CC.O gap_ev=10.207 multiplicity=1 e_tot_ha=-368.7725 total_charge=0 largest_force_ev_per_a=1.989
C -0.707 0.839 2.037
H -2.434 1.050 -0.021
O 2.327 -0.945 1.848
H 1.593 -1.527 1.592
H -0.200 -0.857 0.779
H 0.207 0.609 2.584
C -0.657 0.134 0.686
H -0.031 1.753 -0.285
H 2.759 -0.593 -0.361
H 0.428 -0.745 -1.517
C -2.047 0.032 0.084
H 0.770 0.769 -2.228
H -2.710 -0.488 0.781
C 0.887 0.215 -1.294
H -1.572 -1.638 -1.162
H 2.900 0.925 -1.187
C -2.146 -0.697 -1.247
H 2.106 -0.091 1.452
N 0.425 0.863 -0.073
H -3.119 -1.136 -1.488
C 2.404 -0.045 -1.231
H 2.717 -0.631 -2.100
H -1.659 -0.232 -2.096
H -1.597 0.533 2.582
H -0.642 1.903 1.867